Entry 1:
DFT (ωB97M-V/def2-TZVPD) results for a structure of composition C27H37Cl3Ge2N2OSn.

Last column: Löwdin charge in e.
Positions of all 73 atoms, in Å:
1 Sn 2.1090 1.3037 -0.0345  1.498
2 C 0.3630 0.8192 -2.9782  -0.085
3 N 1.8394 0.8117 -2.6591  -0.388
4 C 2.4644 -0.4949 -3.1623  -0.032
5 C 2.5530 1.9800 -3.2210  -0.203
6 C 3.9417 2.1829 -2.5685  -0.169
7 N 3.8406 2.5952 -1.1164  -0.399
8 C 3.5643 4.0455 -1.0504  -0.075
9 C 5.1130 2.2212 -0.4658  -0.070
10 H 0.1983 0.7937 -4.0757  0.117
11 H -0.0465 1.7361 -2.5413  0.085
12 H -0.0191 -0.1087 -2.5218  0.034
13 H 2.3888 -0.5447 -4.2369  0.096
14 H 1.8992 -1.3289 -2.6991  0.094
15 H 3.5590 -0.5099 -2.9669  0.092
16 H 1.8998 2.8957 -3.0480  0.133
17 H 2.7032 1.9482 -4.3386  0.156
18 H 4.5764 2.8697 -3.1539  0.151
19 H 4.5016 1.2284 -2.6176  0.114
20 H 4.4212 4.6242 -1.4740  0.132
21 H 3.3871 4.3275 0.0267  0.044
22 H 2.6695 4.3155 -1.6016  0.090
23 H 5.9057 2.7590 -1.0119  0.125
24 H 5.2284 1.1227 -0.5276  0.106
25 H 5.0799 2.5765 0.5686  0.054
26 Cl 2.2759 4.0630 7.2163  0.900
27 C 2.3885 3.7272 5.5567  -0.585
28 C 1.4090 2.9178 4.9796  -0.087
29 C 1.4798 2.5399 3.6546  -0.554
30 Cl 0.3540 1.3660 3.1238  0.782
31 C 2.4639 3.0385 2.7913  -0.365
32 O 2.4278 2.8487 1.4782  -0.354
33 C 3.4561 3.9135 3.3590  -0.541
34 Cl 4.5608 4.6296 2.2888  0.872
35 C 3.4433 4.2339 4.7119  -0.032
36 H 0.6663 2.5500 5.6588  0.120
37 H 4.2015 4.8800 5.1679  0.139
38 C -4.2205 0.6592 0.6640  -0.234
39 Ge -3.9082 -0.5710 -0.8238  0.791
40 C -4.1190 0.3162 -2.6045  -0.225
41 C -5.3734 -1.9309 -0.6643  -0.202
42 Ge -1.5278 -1.5199 -0.2485  1.124
43 C -1.7436 -2.0033 1.6626  -0.404
44 C -2.9248 -2.5336 2.1427  -0.150
45 C -3.0252 -2.9899 3.4517  -0.054
46 C -1.8980 -2.9952 4.2622  -0.052
47 C -0.7208 -2.3383 3.8525  -0.066
48 C -0.6462 -1.8195 2.5609  -0.162
49 C -1.5829 -3.3261 -1.0875  -0.406
50 C -1.4163 -3.4425 -2.4345  -0.158
51 C -1.7922 -4.6005 -3.1278  -0.030
52 C -2.3913 -5.6525 -2.3937  -0.011
53 C -2.3891 -5.5948 -0.9987  -0.034
54 C -1.9281 -4.4448 -0.3521  -0.090
55 H -4.8891 0.2045 1.4098  0.047
56 H -4.6117 1.5472 0.2470  0.010
57 H -3.2268 0.9158 1.0935  0.018
58 H -4.9664 1.0045 -2.5276  0.038
59 H -4.2650 -0.4303 -3.3725  0.019
60 H -3.2368 0.9525 -2.8769  0.022
61 H -6.2358 -1.4998 -1.1863  0.045
62 H -5.6118 -2.1335 0.4020  0.030
63 H -5.1478 -2.9186 -1.1446  0.041
64 H -3.7734 -2.7227 1.5071  0.080
65 H -3.9995 -3.3450 3.8554  0.136
66 H -1.9235 -3.5792 5.2172  0.136
67 H 0.0774 -2.1201 4.5689  0.115
68 H 0.2331 -1.3487 2.1964  0.038
69 H -1.0982 -2.5925 -3.0637  0.098
70 H -1.5828 -4.6489 -4.2102  0.127
71 H -2.8361 -6.5242 -2.8520  0.123
72 H -2.7163 -6.4478 -0.3948  0.129
73 H -1.8499 -4.4031 0.7592  0.118

Values from the calculation:
- frontier orbital gap (spin up / spin down) (hartree) = 0.202 / 0.171
- energy relative to the best compared isomer or geometry (same formula, charge and spin) (kcal/mol) = 0.0
- 2S+1 = 2
- E_LUMO (spin up / spin down) (eV) = -10.45 / -11.30
- charge = +3
- E_HOMO (spin up / spin down) (eV) = -15.94 / -15.94

***

Entry 2:
DFT (ωB97M-V/def2-TZVPD) results for a structure of composition C41H38F3GeMnN4Si.

Last column: Löwdin charge in e.
Positions of all 89 atoms, in Å:
1 Mn -0.1730 -0.3937 -0.0556  0.415
2 C -0.3978 -0.6079 4.1951  -0.075
3 C -0.7404 -0.6457 2.8397  -0.125
4 N 0.1195 -0.3861 1.8675  0.039
5 C 1.3980 -0.0596 2.2276  -0.126
6 C 1.8377 -0.0091 3.5850  -0.184
7 C 0.8801 -0.2962 4.5806  -0.040
8 C 3.1775 0.2984 3.8539  -0.083
9 C 4.0731 0.5233 2.8239  -0.064
10 C 3.6751 0.4694 1.4694  -0.180
11 C 4.5544 0.6501 0.3738  -0.091
12 C 4.0294 0.5638 -0.9217  -0.129
13 C 2.6891 0.3330 -1.1134  -0.138
14 N 1.8119 0.1614 -0.0883  0.016
15 C 2.3098 0.2044 1.1710  -0.150
16 H -1.1508 -0.8428 4.9373  0.092
17 H -1.7418 -0.9148 2.5343  0.098
18 H 1.1674 -0.2863 5.6261  0.101
19 H 3.5154 0.3370 4.8848  0.091
20 H 5.1134 0.7294 3.0530  0.092
21 H 5.6090 0.8303 0.5481  0.077
22 H 4.6722 0.6813 -1.7866  0.079
23 H 2.2873 0.2713 -2.1154  0.091
24 C 0.1704 -1.5570 -3.4959  -0.037
25 C 0.0060 -0.1043 -3.1690  -0.328
26 C 0.1451 0.8710 -4.1440  -0.082
27 C -0.0523 2.2096 -3.7918  -0.104
28 C -0.3879 2.5349 -2.5036  -0.033
29 C -0.5074 1.5029 -1.5312  -0.416
30 N -0.3037 0.2072 -1.9081  0.043
31 N -0.7635 1.6453 -0.2337  -0.051
32 Si -1.5033 2.9866 0.4906  0.408
33 C -1.7074 2.7253 2.3490  -0.175
34 C -3.2477 3.2871 -0.2100  -0.178
35 C -0.6206 4.6817 0.3565  -0.196
36 H 0.8476 -1.6949 -4.3408  0.073
37 H -0.8004 -1.9930 -3.7451  0.077
38 H 0.5415 -2.0831 -2.6124  0.033
39 H 0.4008 0.5856 -5.1562  0.088
40 H 0.0690 2.9964 -4.5296  0.090
41 H -0.5269 3.5628 -2.1942  0.077
42 H -2.1258 1.7420 2.5681  0.008
43 H -2.3843 3.4863 2.7505  0.017
44 H -0.7564 2.8126 2.8823  0.026
45 H -3.8286 2.3645 -0.1486  0.015
46 H -3.2259 3.5986 -1.2584  0.013
47 H -3.7739 4.0624 0.3573  0.012
48 H 0.4617 4.5816 0.4763  0.022
49 H -0.9852 5.3429 1.1486  0.011
50 H -0.8033 5.1840 -0.5977  0.003
51 C 0.2528 -2.1465 -0.2477  -0.238
52 Ge 0.0207 -4.0049 -0.0804  0.852
53 C 1.6362 -4.8705 -0.8802  -0.272
54 C 1.7021 -6.2405 -1.1365  -0.127
55 C 2.8311 -6.8138 -1.7087  -0.125
56 C 3.9187 -6.0174 -2.0418  -0.132
57 C 3.8700 -4.6499 -1.7942  -0.106
58 C 2.7397 -4.0879 -1.2164  -0.105
59 C -0.0802 -4.6771 1.7961  -0.253
60 C -1.1129 -4.2181 2.6179  -0.124
61 C -1.1681 -4.5589 3.9611  -0.109
62 C -0.1779 -5.3597 4.5177  -0.128
63 C 0.8663 -5.8078 3.7207  -0.118
64 C 0.9128 -5.4660 2.3748  -0.108
65 C -1.4925 -4.9220 -1.0146  -0.252
66 C -2.4949 -5.6104 -0.3324  -0.109
67 C -3.5999 -6.1208 -1.0008  -0.116
68 C -3.7262 -5.9484 -2.3722  -0.129
69 C -2.7363 -5.2655 -3.0680  -0.110
70 C -1.6367 -4.7591 -2.3929  -0.108
71 H 0.8472 -6.8632 -0.8859  0.096
72 H 2.8671 -7.8818 -1.8995  0.084
73 H 4.8013 -6.4584 -2.4930  0.082
74 H 4.7159 -4.0226 -2.0535  0.091
75 H 2.6913 -3.0209 -1.0085  0.083
76 H -1.8690 -3.5673 2.1888  0.084
77 H -1.9773 -4.1881 4.5814  0.091
78 H -0.2153 -5.6223 5.5693  0.083
79 H 1.6519 -6.4192 4.1529  0.086
80 H 1.7370 -5.8134 1.7598  0.087
81 H -2.4041 -5.7489 0.7396  0.084
82 H -4.3702 -6.6515 -0.4504  0.087
83 H -4.5927 -6.3375 -2.8954  0.083
84 H -2.8317 -5.1189 -4.1388  0.089
85 H -0.8690 -4.2138 -2.9331  0.084
86 F -2.7052 -1.0727 -1.2470  0.000
87 C -2.1094 -0.9172 -0.0030  -0.496
88 F -2.4912 -2.0940 0.6608  -0.051
89 F -2.9687 0.0100 0.6299  -0.049

Values from the calculation:
- frontier orbital gap (spin up / spin down) (hartree) = 0.148 / 0.201
- energy relative to the best compared isomer or geometry (same formula, charge and spin) (kcal/mol) = 11.1
- 2S+1 = 5
- E_LUMO (spin up / spin down) (eV) = 4.68 / 4.68
- charge = -2
- E_HOMO (spin up / spin down) (eV) = 0.65 / -0.78

***

Entry 3:
DFT (ωB97M-V/def2-TZVPD) results for a structure of composition C60H43Cl4INO4P2STl.

Last column: Löwdin charge in e.
Positions of all 117 atoms, in Å:
1 Tl -0.9411 0.2376 -1.5903  0.949
2 O 1.9226 -1.0617 3.5698  -0.528
3 S 1.0282 -0.1422 2.8033  0.908
4 C -0.0829 0.5356 4.0656  -0.330
5 C -0.1778 -0.2087 5.2145  -0.055
6 C -0.7535 0.2831 6.4042  -0.004
7 C -1.1508 1.5876 6.4317  -0.152
8 C -1.7015 2.4434 7.5479  -0.099
9 C -1.8977 3.8470 6.9131  -0.099
10 C -1.4785 3.6810 5.4722  -0.153
11 C -1.4497 4.5606 4.4289  -0.006
12 C -1.0853 4.0729 3.1595  -0.063
13 C -0.7028 2.7694 2.9103  -0.287
14 P -0.6034 2.1855 1.1567  1.036
15 C -2.2041 2.8818 0.5662  -0.380
16 C -2.3997 4.1711 0.0752  -0.098
17 C -3.6639 4.5889 -0.3059  -0.070
18 C -4.7522 3.7318 -0.1952  -0.091
19 C -4.5681 2.4469 0.2915  -0.073
20 C -3.2981 2.0247 0.6566  -0.111
21 C 0.6437 3.2966 0.4222  -0.374
22 C 1.7539 3.7150 1.1521  -0.086
23 C 2.7699 4.4308 0.5346  -0.082
24 C 2.6911 4.7305 -0.8177  -0.092
25 C 1.5960 4.3024 -1.5562  -0.078
26 C 0.5807 3.5807 -0.9456  -0.119
27 C -0.5973 1.8669 4.0145  -0.144
28 C -1.0559 2.3579 5.2545  -0.086
29 C -0.1126 -1.3030 1.9901  -0.310
30 C -1.4607 -1.2303 2.2330  -0.092
31 C -2.3629 -2.2656 1.9017  -0.009
32 C -1.8512 -3.4234 1.3969  -0.154
33 C -2.4984 -4.7557 1.0962  -0.096
34 C -1.3272 -5.6752 0.6597  -0.097
35 C -0.1042 -4.7907 0.6996  -0.154
36 C 1.2112 -5.0579 0.4657  -0.005
37 C 2.1375 -3.9997 0.5756  -0.082
38 C 1.8025 -2.7103 0.9327  -0.285
39 P 3.0666 -1.3648 0.8241  1.112
40 C 4.5452 -2.2518 1.4516  -0.365
41 C 4.4595 -2.9004 2.6862  -0.098
42 C 5.5725 -3.5174 3.2337  -0.082
43 C 6.7908 -3.4820 2.5672  -0.098
44 C 6.8910 -2.8129 1.3575  -0.091
45 C 5.7764 -2.1965 0.8029  -0.089
46 C 3.4529 -1.2780 -0.9853  -0.373
47 C 3.6939 0.0112 -1.4630  -0.116
48 C 4.0619 0.2292 -2.7841  -0.086
49 C 4.1833 -0.8436 -3.6538  -0.090
50 C 3.9349 -2.1305 -3.1948  -0.081
51 C 3.5764 -2.3456 -1.8719  -0.083
52 C 0.4474 -2.4466 1.3273  -0.140
53 C -0.4676 -3.4994 1.1280  -0.085
54 H 0.2637 -1.1972 5.2073  0.112
55 H -0.8213 -0.3545 7.2770  0.116
56 H -2.6405 2.0322 7.9213  0.118
57 H -1.0081 2.4773 8.3891  0.118
58 H -2.9334 4.1818 6.9838  0.118
59 H -1.2832 4.5989 7.4105  0.118
60 H -1.7379 5.5983 4.5467  0.115
61 H -1.1507 4.7540 2.3227  0.100
62 H -1.5611 4.8474 -0.0320  0.106
63 H -3.7998 5.5865 -0.7055  0.108
64 H -5.7376 4.0665 -0.4947  0.106
65 H -5.4057 1.7648 0.3586  0.111
66 H -3.1516 1.0069 1.0049  0.093
67 H 1.8239 3.4763 2.2067  0.105
68 H 3.6258 4.7584 1.1110  0.103
69 H 3.4819 5.2962 -1.2938  0.100
70 H 1.5296 4.5332 -2.6123  0.104
71 H -0.2772 3.2604 -1.5291  0.068
72 H -1.8508 -0.3669 2.7569  0.097
73 H -3.4171 -2.1471 2.1243  0.118
74 H -3.0077 -5.1460 1.9781  0.118
75 H -3.2503 -4.6597 0.3119  0.111
76 H -1.2087 -6.5206 1.3396  0.119
77 H -1.4848 -6.0895 -0.3359  0.107
78 H 1.5530 -6.0472 0.1849  0.116
79 H 3.1789 -4.2230 0.3803  0.102
80 H 3.5157 -2.9000 3.2179  0.093
81 H 5.4915 -4.0260 4.1864  0.102
82 H 7.6608 -3.9662 2.9923  0.098
83 H 7.8407 -2.7709 0.8388  0.100
84 H 5.8669 -1.6759 -0.1421  0.099
85 H 3.6177 0.8502 -0.7799  0.093
86 H 4.2524 1.2365 -3.1333  0.101
87 H 4.4678 -0.6783 -4.6853  0.101
88 H 4.0285 -2.9738 -3.8680  0.102
89 H 3.3987 -3.3581 -1.5369  0.090
90 Cl -0.4304 -2.1183 -8.9086  0.719
91 C -0.7129 -2.0968 -7.1995  -0.592
92 C -0.8916 -3.2777 -6.5470  -0.166
93 C -1.1577 -3.2701 -5.1665  -0.628
94 I -1.3622 -5.1100 -4.2087  0.990
95 C -1.2513 -2.1057 -4.4531  -0.345
96 O -1.5774 -2.0855 -3.1250  -0.259
97 C -0.9516 -0.8734 -5.1017  -0.127
98 N -0.8613 0.2633 -4.3608  0.085
99 C -0.6035 1.3942 -4.9668  -0.125
100 C -0.4346 1.5094 -6.3590  -0.029
101 C -0.4865 0.3827 -7.1197  -0.015
102 C -0.7205 -0.8653 -6.4993  -0.153
103 H -0.8493 -4.2131 -7.0854  0.094
104 H -0.5395 2.2672 -4.3284  0.104
105 H -0.2628 2.4789 -6.8048  0.113
106 H -0.3495 0.4207 -8.1910  0.092
107 Cl -4.1026 -2.3833 -4.0374  0.670
108 C -2.9192 -2.3828 -2.7235  -0.595
109 H -2.9373 -3.3651 -2.2637  0.039
110 H -3.2308 -1.6036 -2.0357  0.045
111 Cl -5.5668 1.3325 -4.1644  0.598
112 C -4.3023 2.4336 -3.6101  -0.990
113 Cl -3.6068 3.3156 -4.9905  0.596
114 C -3.2031 1.7151 -2.7762  -0.819
115 O -2.1587 2.3715 -2.5790  -0.169
116 O -3.4670 0.5844 -2.3297  -0.152
117 H -4.7734 3.1806 -2.9787  0.044

Values from the calculation:
- frontier orbital gap (hartree) = 0.273
- E_LUMO (eV) = -0.36
- charge = 0
- E_HOMO (eV) = -7.80

***

Entry 4:
DFT (ωB97M-V/def2-TZVPD) results for a structure of composition C5H12OSi2.

Last column: Löwdin charge in e.
Positions of all 20 atoms, in Å:
1 C 0.0801 0.1126 0.0634  -0.616
2 C -1.0341 0.2576 1.1643  -0.279
3 C 0.9429 -1.1394 0.2563  -0.192
4 C 2.2645 -0.7704 -0.2595  -0.308
5 C -0.8657 -0.0024 -1.1552  -0.271
6 O 2.6042 0.5632 0.0171  -0.214
7 Si 1.3031 1.4993 -0.0439  0.606
8 Si -2.4392 0.4291 -0.1648  0.701
9 H 1.1682 -1.3951 1.3423  0.138
10 H 0.4834 -2.0956 -0.0518  0.134
11 H 2.9978 -1.4369 0.1124  0.104
12 H 2.3650 -1.0446 -1.3579  0.141
13 H -0.4394 0.5348 -1.9156  0.023
14 H -1.0454 -1.0292 -1.3802  0.057
15 H -0.7585 1.0141 1.9194  0.045
16 H 1.3812 2.4648 -1.0813  -0.037
17 H 1.0172 2.4510 1.0379  -0.025
18 H -1.0461 -0.7968 1.7100  0.106
19 H -3.5292 -0.6693 -0.0669  -0.050
20 H -3.3088 1.7015 -0.1972  -0.064

Values from the calculation:
- frontier orbital gap (hartree) = 0.401
- energy relative to the best compared isomer or geometry (same formula, charge and spin) (kcal/mol) = 44.4
- E_LUMO (eV) = 0.81
- charge = 0
- E_HOMO (eV) = -10.11

***

| no. | F_max (Eh/bohr) |
| --- | --- |
| 1 | 0.0647 |
| 2 | 0.0271 |
| 3 | 0.0096 |
| 4 | 0.0769 |